(1)
Density functional theory data (wB97M-V/def2-TZVPD) for a structure of composition C41H34HgN2OP2S.

Structure (ORCA input):
```
! RIJCOSX wB97M-V def2-TZVPD def2/J DEFGRID3
* xyz 1 2
Hg -0.1561 0.2177 0.6492
S 0.6674 -0.6677 -1.8912
P -2.1966 -1.0183 0.3828
P 0.2466 2.3715 -0.7026
O 1.9299 -1.1347 -2.5091
N 0.9510 0.1759 3.7629
N 1.8746 0.1496 1.6366
C 3.3219 0.4693 3.5070
C -0.2980 0.3390 -4.2495
C -2.7636 -0.0838 4.4348
C -1.3267 -3.7991 -3.3865
C -2.5476 -3.7468 -2.7184
C -5.3969 1.5645 0.0659
C -0.3121 5.1171 -0.4923
C -4.2567 1.5843 -2.0404
C -3.2849 -1.2685 4.9460
C -0.1208 1.9467 -2.4413
C -3.4468 0.1670 -0.2494
C 2.4511 3.4776 0.5188
C -0.7471 1.3360 -5.0989
C 2.0413 0.2714 2.9595
C -4.4873 0.6344 0.5540
C -0.5820 2.9356 -3.3098
C -2.6855 -1.0683 2.2268
C -2.7517 -2.8226 -1.7099
C -0.7712 3.8123 -0.3216
C -3.5117 -2.3425 4.1013
C -3.3533 0.6522 -1.5575
C 3.7814 3.8413 0.6224
C -0.5936 -1.9174 -2.0969
C -0.8916 2.6332 -4.6262
C -1.7785 -1.8831 -1.3578
C -2.4641 0.0111 3.0847
C -1.1550 6.1848 -0.2244
C -2.9131 4.6560 0.3843
C -2.4540 5.9543 0.2092
C -3.2130 -2.2411 2.7457
C -0.3455 -2.8768 -3.0770
C 0.0057 0.6432 -2.9304
C 2.8317 2.7158 -1.7380
C 2.9615 0.1334 0.8310
C -2.0721 3.5844 0.1283
C -5.2824 2.0483 -1.2279
C 4.1696 3.0729 -1.6245
C 4.2374 0.2802 1.3003
C 4.6421 3.6386 -0.4510
C 1.9674 2.9227 -0.6684
C 4.4097 0.4744 2.6744
H 2.4716 2.2702 -2.6575
H 1.0286 0.3865 4.7406
H -4.1588 1.9461 -3.0561
H 5.6827 3.9235 -0.3693
H 2.7788 -0.0144 -0.2256
H -2.4366 2.5714 0.2639
H -4.6024 0.2720 1.5657
H -1.1446 -4.5534 -4.1397
H 0.7016 5.2987 -0.8287
H -1.2484 3.4138 -5.2850
H -2.0916 0.9535 2.6845
H -3.5163 -1.3475 5.9998
H 1.7828 3.6266 1.3604
H -2.5705 0.2956 -2.2130
H -3.3840 -3.0875 2.0898
H -5.9918 2.7736 -1.6046
H 4.8392 2.9101 -2.4584
H -0.1872 -0.6761 -4.6077
H -0.7972 7.1975 -0.3542
H 5.0713 0.2560 0.6158
H -0.9885 1.0996 -6.1265
H -6.2030 1.9036 0.7038
H -3.3303 -4.4520 -2.9661
H -0.7108 3.9475 -2.9491
H -2.6064 0.7654 5.0887
H 5.4003 0.6132 3.0868
H 4.1510 4.2804 1.5397
H 3.4293 0.5869 4.5764
H 0.0313 -0.0115 3.3948
H -3.9244 4.4742 0.7232
H 0.6155 -2.8810 -3.5774
H -3.9194 -3.2643 4.4953
H -3.1085 6.7905 0.4167
H -3.6870 -2.8350 -1.1575
*
```

Output
HOMO-LUMO gap (spin up / spin down) (eV): 6.19 / 8.11
Energy above the lowest of the compared OMol25 structures with the same formula, charge and spin (eV): 0.0000
E_tot (eV): -81677.5643


(2)
Density functional theory data (wB97M-V/def2-TZVPD) for a structure of composition C16H19N5O2S2 at a distorted geometry.

Structure (ORCA input):
```
! RIJCOSX wB97M-V def2-TZVPD def2/J DEFGRID3
* xyz 0 1
S -0.9736 -1.0617 2.2014
S 4.1751 -0.0171 -0.3249
O 0.6744 -1.7553 -1.4977
O -2.9119 2.0561 -0.4277
N -2.7022 4.2130 -0.3041
N -1.2133 -2.1363 -0.2015
N -3.0966 -2.5863 1.1017
N 1.7282 1.0722 0.3353
N -1.8976 -2.7755 -0.9709
C 2.9872 -2.3483 0.4853
C -0.2140 1.7716 -1.0011
C 1.2646 2.4365 1.3045
C -0.2735 2.5910 1.0357
C 1.3332 1.5993 -1.1836
C 5.0333 -1.2977 -0.3781
C -2.9588 -3.0866 -0.1766
C -0.0868 -1.5128 -0.4315
C 0.3270 -0.8259 0.6445
C -1.8518 -2.0679 0.8717
C 1.5219 0.0141 0.9000
C 4.2378 -2.6447 -0.0168
C -0.6814 2.8190 -0.2177
C -2.0585 3.0750 -0.4440
C 2.8261 -0.8384 0.5151
C -4.2264 -3.8781 -0.5215
H -2.1828 5.1086 0.0992
H -0.1556 3.7751 -0.5545
H 5.9701 -1.4576 -0.5826
H -3.6596 4.4634 -0.1489
H -5.2064 -3.3813 -0.6328
H -0.6033 3.4296 1.9136
H 2.0089 2.2945 -1.3313
H 1.6374 0.3511 -1.4967
H -4.2167 -4.2381 -1.3429
H 1.7921 3.3552 0.8827
H 0.0288 -2.0496 -2.0590
H 1.8121 -0.0510 2.2518
H -0.7241 1.0094 -0.9816
H -0.7790 1.5757 1.5775
H 2.1825 -2.8073 0.9766
H 4.5987 -3.5496 -0.0827
H -4.5716 -4.7062 0.1501
H -0.3832 1.9303 -2.1161
H 1.4891 2.1326 2.1801
*
```

Output
HOMO-LUMO gap (eV): 7.75
Energy above the lowest of the compared OMol25 structures with the same formula, charge and spin (eV): 19.1203
E_tot (eV): -50098.4350


(3)
Density functional theory data (wB97M-V/def2-TZVPD) for a structure of composition C13H30IOP2SiTc at a distorted geometry.

Structure (ORCA input):
```
! RIJCOSX wB97M-V def2-TZVPD def2/J DEFGRID3
* xyz 3 4
I -2.1272 -2.4817 -2.7007
Tc -0.8556 -1.4246 -0.5219
P -2.5169 0.1733 -0.0467
P 1.0472 -2.3343 0.4458
Si 1.8947 2.8792 -0.1863
O 0.2147 -0.5190 -3.2971
C -0.1409 -0.8935 -2.2472
C 1.4086 4.0465 1.1858
C -2.2784 1.7967 0.6998
C 0.8441 1.3881 -0.0307
C -3.8455 -0.5161 1.0022
C 2.3801 -1.3657 1.1895
C 0.8257 -3.5782 1.7469
C 3.7286 2.4535 -0.0367
C 1.9126 -3.2124 -0.9174
C 0.2454 0.2999 -0.2601
C 1.6271 3.7032 -1.8766
C -3.3567 0.6052 -1.6347
C -2.0959 -3.3676 0.5265
H -3.1586 -3.5593 0.2856
H 1.2587 -4.0073 -1.3088
H 2.1526 -2.4992 -1.7230
H 2.2104 -1.3909 2.2810
H -1.9446 -2.8650 1.4894
H -1.2395 2.1167 0.5549
H 0.3493 4.3232 1.0280
H 3.9724 1.9623 0.9225
H -3.5469 -0.3168 2.0475
H 2.2638 4.5903 -1.9993
H -2.6060 0.9390 -2.3764
H -2.9614 2.4892 0.1916
H 1.7205 -4.2060 1.6709
H 0.7958 -3.0256 2.6958
H -4.0538 1.4257 -1.3945
H -4.7656 0.0426 0.7571
H 3.3092 -1.8849 0.9009
H 4.1341 1.8350 -0.8583
H 2.8219 -3.6005 -0.4394
H 4.1916 3.4539 -0.0686
H -0.0796 -4.1737 1.6323
H -1.5982 -4.3338 0.4848
H -3.8841 -0.2895 -2.0165
H -3.9827 -1.5998 0.8451
H -2.5003 1.7045 1.7703
H 1.8165 3.0371 -2.7331
H 1.4711 3.5149 2.1545
H 2.3555 -0.3209 0.8340
H 0.5748 4.0163 -1.9184
H 2.0113 4.9698 1.2499
*
```

Output
HOMO-LUMO gap (spin up / spin down) (eV): 6.14 / 5.07
Energy above the lowest of the compared OMol25 structures with the same formula, charge and spin (eV): 0.0000
E_tot (eV): -52736.6257


(4)
Density functional theory data (wB97M-V/def2-TZVPD) for a structure of composition C20H14AsN4O2ReS7.

Structure (ORCA input):
```
! RIJCOSX wB97M-V def2-TZVPD def2/J DEFGRID3
* xyz 2 1
Re 0.1442 0.0151 0.8473
As 3.0136 -0.1604 2.8537
S -0.7855 -2.0927 0.4813
S 0.5778 0.0709 2.9665
S 1.0607 6.3578 -2.5679
S 3.7590 1.6679 2.5941
S 3.4610 -2.0683 3.1652
S 1.8759 -0.7569 -0.2997
S 2.9233 -3.5999 -0.9489
O 3.9214 -3.6058 0.0579
O 3.1863 -3.2483 -2.2937
N 1.1140 7.0133 0.0051
N 1.6681 -2.4526 -0.3713
N 0.5036 1.9957 0.1680
N -6.7373 2.4635 -0.1323
C -3.4592 1.6369 -1.0089
C -2.7052 0.2327 1.2753
C 1.6972 3.6611 -1.0672
C -4.3565 1.4759 0.0521
C 0.5380 -3.0273 -0.0522
C -0.2502 -6.7111 -0.3510
C -1.7862 0.4646 0.2501
C 1.7743 -4.9190 -0.7741
C 0.9236 4.6735 -0.4995
C 0.5515 -4.4709 -0.2747
C 1.4753 2.3580 -0.7052
C 0.9746 -7.1374 -0.8496
C -5.6818 2.0203 -0.0496
C 1.0726 6.0858 -0.9589
C -0.0465 4.3094 0.4326
C -0.2455 2.9785 0.7151
C -3.9813 0.7806 1.1949
C 2.0191 -6.2387 -1.0698
C -0.4776 -5.3721 -0.0545
C -2.1723 1.1466 -0.9044
H 1.1251 -8.1848 -1.0729
H -0.6838 5.0490 0.8980
H 1.1866 7.9838 -0.2614
H 1.2415 6.7795 0.9757
H -1.0398 -7.4324 -0.1928
H 2.4483 3.8989 -1.8072
H 2.9723 -6.5705 -1.4589
H -1.0315 2.6719 1.3917
H 2.0657 1.5699 -1.1481
H -1.4789 1.3042 -1.7214
H -3.7754 2.1611 -1.9007
H -4.6907 0.6355 1.9980
H -1.4343 -5.0444 0.3305
H -2.4551 -0.3684 2.1436
*
```

Output
HOMO-LUMO gap (eV): 4.94
Energy above the lowest of the compared OMol25 structures with the same formula, charge and spin (eV): 0.6152
E_tot (eV): -169821.8794


(5)
Density functional theory data (wB97M-V/def2-TZVPD) for a cluster of 19 separate species, C4H45NO21 in total at a distorted geometry.

Structure (ORCA input):
```
! RIJCOSX wB97M-V def2-TZVPD def2/J DEFGRID3
* xyz 0 1
O -8.7943 6.5468 -1.7222
O 3.4880 4.6304 -0.2876
O -0.9377 3.4928 0.5230
O 4.1053 -1.1370 6.3514
O 1.9980 -1.8738 0.7961
O -2.8746 -3.6297 -2.6361
O 3.9647 -10.0186 -2.1343
O -4.6496 1.7024 -0.3473
O 2.5413 2.6899 -2.6431
O 2.2255 -2.0897 3.7054
O -0.1844 -3.2269 -1.2762
O 2.2020 1.0790 0.9311
O -6.5670 8.8504 -1.1565
O -1.2142 1.3612 -3.0044
O 0.7890 -5.6867 -1.7408
O -1.9685 -1.7298 -5.0892
O -6.3646 4.3670 -0.2228
O -4.9854 0.9757 -2.3688
O 5.2739 -0.2771 9.1358
O 3.2800 -7.0718 -1.3137
O 7.6011 1.6018 9.1764
N -2.8473 0.8800 -1.3756
C 0.1313 -0.1743 -1.5876
C -4.1908 1.2172 -1.2768
C -2.0859 1.9569 -2.1099
C 0.0730 1.0577 -2.4708
H 3.3558 -6.9179 -0.3658
H -1.6139 2.6507 -1.4189
H -0.7864 -3.8100 -0.7992
H 3.6138 -0.3446 6.5946
H -6.9625 9.2989 -1.9111
H -7.1256 8.0746 -1.0304
H -2.0783 -3.2982 -2.1988
H 3.0925 3.9347 0.2528
H 5.3293 0.6583 8.9068
H -3.5474 -3.6347 -1.9462
H 3.3216 2.8647 -2.1033
H 0.7002 0.8478 -3.3248
H -8.5307 6.1262 -0.8937
H 8.2589 2.0227 9.7401
H 3.9237 -7.7692 -1.4944
H 1.6733 -2.8699 3.8231
H 4.1420 5.0394 0.2895
H -5.7141 3.6803 -0.4173
H -1.3227 -1.2740 -4.5374
H 0.5423 1.8829 -1.9667
H 1.2941 -2.0527 0.1546
H -4.8851 0.0414 -2.5983
H -2.7422 0.0776 -1.9891
H -0.5191 -0.1056 -0.7284
H 0.6360 -3.7451 -1.3257
H -8.7423 5.8384 -2.3736
H 3.5078 -1.6068 5.7562
H 4.6955 -10.5792 -2.4180
H -0.1570 3.7922 1.0010
H 3.2637 -10.2015 -2.7697
H -6.3884 4.8993 -1.0258
H -2.3354 -2.4136 -4.5149
H 1.1552 -0.2337 -1.2429
H 2.3304 0.8982 1.8682
H 1.8298 -1.6361 2.9501
H 5.1783 -0.7225 8.2841
H 2.7236 -2.4444 0.5169
H 0.0879 -5.8682 -2.3776
H -1.6387 3.4942 1.1848
H -0.0537 -1.0648 -2.1621
H 1.5224 -6.2546 -2.0226
H 7.2011 0.9240 9.7365
H 2.1359 3.5577 -2.7510
H -2.8112 2.5052 -2.7074
H 2.4307 0.2444 0.5001
*
```

Output
HOMO-LUMO gap (eV): 9.39
E_tot (eV): -49365.6289


(6)
Density functional theory data (wB97M-V/def2-TZVPD) for a structure of composition C38H46N5OP2S3Ti at a distorted geometry.

Structure (ORCA input):
```
! RIJCOSX wB97M-V def2-TZVPD def2/J DEFGRID3
* xyz 1 3
Ti 0.0575 -0.7983 -0.6470
S -0.7368 2.1408 0.1466
S 0.0575 -3.2016 -0.6470
S 0.0575 -0.7983 -3.0504
P 2.4919 -0.7983 -0.5343
P 0.1702 -0.7983 1.8183
O 0.0575 1.1449 -0.6470
N -2.5199 -3.4108 -0.7964
N -1.5839 -3.1219 1.3552
N -2.1818 -2.3926 -3.3755
N 2.1134 -1.0142 1.4233
N -0.1516 -3.3785 -3.1958
C 2.9198 2.9037 -3.0340
C -1.4713 -3.2485 0.0243
C 6.0173 0.2997 1.3902
C 3.6740 0.7082 -2.3353
C 2.6386 0.6423 -1.3928
C 6.8659 -0.7591 1.0653
C -0.8309 -2.1882 -3.2346
C 5.0541 -1.8542 -0.1270
C 0.3256 -2.0379 5.7013
C -3.2610 -1.5115 -3.6089
C 4.1982 -0.7948 0.1924
C -5.5512 0.0619 -4.0681
C -5.6872 -1.2672 -3.6827
C 1.6515 -0.0855 4.2078
C 0.2627 3.6697 0.2523
C 6.3864 -1.8334 0.3065
C 1.8812 -0.1904 5.5832
C -1.8389 2.4504 2.7025
C 1.8725 2.8335 -2.1161
C -1.6599 4.4083 -1.0013
C 1.7269 1.7035 -1.3070
C 4.6904 0.2833 0.9596
C 0.7341 1.8664 1.8195
C 0.7355 -1.0039 3.5644
C 3.8143 1.8369 -3.1510
C -3.1408 -0.1824 -4.0132
C 0.0921 -1.9363 4.3268
C -3.9400 -3.4242 -0.5394
C -1.4719 1.1156 2.4681
C -4.2793 0.6020 -4.2357
C -0.9211 3.4859 2.4863
C -4.5494 -2.0479 -3.4589
C -0.1509 4.5494 -0.9123
C -0.1855 0.8200 2.0141
C -2.7327 -3.1872 2.2263
C 0.3665 3.1915 2.0447
C 1.2174 -1.1659 6.3296
C -1.9316 2.9149 -1.0073
H -4.2403 -2.4766 -0.0880
H -6.4314 0.6746 -4.2429
H 1.1694 3.6530 -2.0309
H 2.3850 -2.0051 1.6673
H 0.8598 -3.2998 -3.1745
H -2.1332 4.8771 -0.1297
H 1.0883 3.9841 1.8858
H 0.3165 4.2004 -1.8412
H -0.6023 -2.6179 3.8544
H -2.2462 -3.4830 -1.7700
H 4.6895 -2.6932 -0.7052
H 0.0214 4.1456 1.2081
H 2.5762 0.4821 6.0694
H 0.1519 5.5890 -0.7544
H 7.8932 -0.7467 1.4059
H 4.6190 1.8878 -3.8723
H 1.7456 1.6624 1.5031
H -6.6766 -1.6981 -3.5550
H -3.2189 -4.1589 2.1203
H -2.0626 4.8903 -1.8974
H 3.0316 3.7805 -3.6589
H 4.3800 -0.1054 -2.4408
H -2.4568 -3.3426 -3.1645
H 4.0436 1.1084 1.2266
H -2.1844 0.3226 2.6567
H -4.1893 -4.2620 0.1139
H 1.3267 3.4206 0.2351
H 0.8961 1.6683 -0.6324
H -2.9487 2.6768 -0.6860
H -4.1655 1.6376 -4.5472
H 1.3982 -1.2484 7.3937
H -1.7606 2.4888 -2.0010
H 6.3828 1.1312 1.9805
H -0.1849 -2.7964 6.2809
H -2.8310 2.6877 3.0611
H -4.4594 -3.5482 -1.4933
H -2.1793 0.2818 -4.1920
H -4.6884 -3.0827 -3.1563
H -1.1994 4.5159 2.6701
H -2.3880 -3.0685 3.2569
H -0.6865 -3.0137 1.8144
H 7.0487 -2.6523 0.0611
H -3.4248 -2.3783 1.9864
H -0.5082 -4.1689 -3.7150
H 2.1894 0.6737 3.6574
H -1.7031 -0.7983 -0.6470
*
```

Output
HOMO-LUMO gap (spin up / spin down) (eV): 5.69 / 7.17
E_tot (eV): -123824.0177


(7)
Density functional theory data (wB97M-V/def2-TZVPD) for a cluster of 7 separate species, C26H55N9O11 in total at a distorted geometry.

Structure (ORCA input):
```
! RIJCOSX wB97M-V def2-TZVPD def2/J DEFGRID3
* xyz 0 1
O 1.4494 1.8468 0.6933
O -5.1787 -0.5539 4.0119
O 5.2627 -1.3349 2.2091
O -2.7343 -2.2176 -0.4465
O 3.0817 3.2243 -0.3494
O 8.7682 3.4745 -2.6101
O 0.4241 -1.9457 -4.5132
O -0.1201 3.6631 -1.3913
O -9.9280 -3.7007 3.6836
O 3.9116 0.9770 -1.5205
O -2.0840 3.9947 -2.5751
N 0.6432 -0.5539 -1.1641
N 7.6160 3.0381 -4.4787
N -7.4026 -0.3278 4.1225
N -9.9988 -3.6367 5.9205
N 5.9914 0.5175 1.1865
N -1.9442 -0.8831 1.1702
N 0.9399 -4.1213 -4.4413
N 2.5419 0.9971 -1.2558
N 4.1075 1.8352 -4.0076
C 2.7537 -2.4765 -4.6552
C -2.0343 0.7742 -2.8165
C -4.3194 -1.5085 1.2012
C -8.6596 0.2718 4.5109
C 1.8001 -5.2846 -4.4452
C -1.9974 -0.0697 2.3664
C -9.5641 -3.9113 7.2731
C 2.3145 2.0397 -0.2071
C 6.0457 -0.3932 2.1960
C 1.2045 3.8250 -2.0185
C -5.9818 1.3092 5.2812
C 6.8166 1.6903 0.9861
C -0.9675 1.9100 -3.2493
C -2.9544 -1.5723 0.5721
C -6.1414 0.0790 4.4290
C 4.0004 1.4286 -2.8804
C 1.2910 -2.8112 -4.5326
C 2.0714 -0.3516 -0.7939
C 7.3669 2.9712 -5.9019
C -8.1624 -4.8493 4.8199
C -9.4199 -4.0254 4.7502
C -1.0815 3.2466 -2.3702
C 9.8721 3.9962 -4.6679
C 7.0828 -0.1995 3.2691
C 2.3289 4.2981 -0.9839
C 8.7260 3.4897 -3.8340
H -1.0578 -0.9740 0.6904
H -1.6829 0.9437 2.1056
H 6.9996 -1.0043 4.0002
H 8.2062 3.3414 -6.4871
H -1.2944 -0.4832 3.0931
H 1.0664 4.7004 -2.7669
H 2.8721 -1.3938 -4.7184
H 6.8924 2.7156 -3.8506
H -1.8222 -0.1528 -3.4600
H -3.0807 1.1829 -3.0096
H -0.0578 -4.2631 -4.3616
H 0.6558 -0.6013 -2.2046
H 2.3026 -0.5671 0.3092
H 1.4996 2.9214 -2.6644
H -5.0168 -2.1059 0.6123
H 3.2963 -2.8328 -3.7766
H 10.2493 3.1996 -5.3127
H -1.1230 2.1479 -4.3635
H -8.6544 -4.5074 7.3018
H -10.8373 -3.0881 5.7886
H -4.6775 -0.4771 1.2182
H 2.8518 -5.0207 -4.5348
H 9.5519 4.8506 -5.2682
H 5.2703 0.3179 0.5075
H 6.9205 0.7510 3.7820
H 2.6684 -1.1348 -1.4038
H 7.3198 1.5948 0.0214
H -6.4518 1.1558 6.2551
H 0.0782 1.4170 -3.1673
H 3.1669 -2.9222 -5.5626
H -7.3738 -4.2903 5.3284
H 6.4783 3.5674 -6.1202
H -2.9947 -0.0398 2.8024
H -9.2340 -0.4733 5.0661
H 7.1702 1.9293 -6.1643
H 1.8860 5.0594 -0.2339
H -9.3909 -2.9579 7.7775
H 10.6802 4.3200 -4.0112
H -4.2861 -1.9145 2.2132
H -1.8719 0.4619 -1.7308
H 1.6400 -5.8318 -3.5135
H -8.3570 -5.7897 5.3402
H -4.9204 1.5042 5.4376
H -7.4263 -1.1596 3.5478
H -6.4216 2.1739 4.7798
H 6.1655 2.5669 0.9610
H 3.0987 4.9077 -1.5974
H -9.2039 0.5372 3.6021
H 8.0842 -0.2299 2.8346
H 7.5591 1.8122 1.7719
H 0.0732 0.2511 -0.8458
H -10.3656 -4.4448 7.7888
H -8.5247 1.1592 5.1261
H -7.8252 -5.0784 3.8085
H 1.5116 -5.9210 -5.2847
*
```

Output
HOMO-LUMO gap (eV): 8.85
SMILES string: CCC(=O)OCCOC(=O)N(CN)OC#N.CNC(C)=O.CNC(C)=O.CNC(C)=O.CNC(C)=O.CNC(C)=O.CNC(C)=O
E_tot (eV): -63784.2062


> Which formula does entry 5 have?

C4H45NO21


> Number 2 is which compound?

C16H19N5O2S2


> The lowest E_tot belongs to which entry?

C20H14AsN4O2ReS7